Entry 1:
Here is a cluster of 6 separate species, C28H74N6O8 in total in a non-equilibrium geometry from the OMol25 dataset. Energies are from ωB97M-V/def2-TZVPD.

```
116
Properties=species:S:1:pos:R:3:forces:R:3
C -6.187653 0.433957 -3.359614 0.626 1.389 1.110
O -6.805613 0.349857 -2.065584 -0.483 -0.172 -0.779
C -6.202433 1.076097 -1.036254 -0.454 -0.565 2.145
C -6.935393 0.737367 0.330776 -1.196 -0.153 0.738
C -8.426533 1.247617 0.432556 1.756 0.685 0.009
N -6.162633 1.277047 1.491566 0.371 0.116 -1.207
H -5.386963 -0.290593 -3.508024 -0.420 -0.601 -0.020
H -5.644333 1.378777 -3.374524 -0.017 0.365 -0.303
H -6.925793 0.488997 -4.159754 -0.047 -0.491 0.249
H -5.142653 0.838747 -0.943344 0.214 -0.348 0.131
H -6.229393 2.165037 -1.076114 -0.403 0.404 -0.834
H -7.036953 -0.339903 0.462136 0.592 -0.186 -0.257
H -8.296863 2.329257 0.395866 -0.598 0.363 -1.081
H -8.820363 1.216497 1.448446 0.064 -1.042 0.126
H -9.093143 0.767627 -0.283924 -0.002 0.469 -0.014
H -5.701293 2.108457 1.150976 0.565 0.175 -0.061
H -6.737373 1.670927 2.222746 -0.553 -0.417 0.056
C -2.839333 -4.384133 -9.241984 -1.644 -1.436 0.016
O -4.217593 -4.901953 -9.007974 -0.684 1.734 -2.483
C -4.400353 -5.983553 -8.137194 3.871 -0.473 1.535
C -5.626583 -6.794003 -7.812534 -1.606 0.070 0.382
C -5.582573 -7.670933 -6.572134 -0.625 -0.506 1.604
N -6.020193 -7.710593 -8.842534 0.938 0.681 -1.910
H -2.099283 -5.176433 -9.354574 -0.057 -0.448 0.732
H -2.569573 -3.674403 -8.459924 0.024 -0.024 -0.118
H -2.805503 -3.977803 -10.252854 -0.597 0.592 0.286
H -3.608053 -6.651773 -8.474604 0.208 -0.780 0.676
H -4.141543 -5.506903 -7.191724 0.311 -0.699 0.794
H -6.372773 -6.007633 -7.698874 -0.668 0.046 0.575
H -6.450813 -8.326913 -6.509364 -0.853 0.330 -0.840
H -5.737723 -7.204213 -5.599404 0.866 0.574 -0.010
H -4.896823 -8.514563 -6.493804 1.144 0.760 -0.351
H -6.075703 -7.047973 -9.602774 -0.532 -0.818 -1.131
H -6.895293 -8.199463 -8.718844 -0.094 0.397 0.244
C 12.739547 1.568917 0.245416 -0.341 -0.311 1.799
O 13.524267 2.584497 -0.293994 -0.499 0.302 -1.934
C 13.067657 2.895467 -1.646634 0.504 1.403 0.339
C 13.458097 4.385317 -2.029254 -0.395 -0.558 -0.091
C 12.918217 4.854247 -3.389904 -0.627 0.756 0.059
N 14.892317 4.623607 -2.025194 0.393 -1.123 -0.141
H 12.869417 0.562777 -0.153244 0.342 0.031 -0.355
H 11.667647 1.759117 0.299826 -0.329 0.442 -0.815
H 12.941507 1.550997 1.316396 0.596 -0.295 0.050
H 13.410177 2.192357 -2.405854 0.666 -0.151 0.131
H 11.985157 2.768517 -1.660264 -0.240 0.472 0.048
H 12.999117 5.060417 -1.306984 -0.449 -0.318 0.429
H 13.572687 4.694407 -4.246774 0.091 -0.243 0.217
H 12.743677 5.924777 -3.282224 0.635 0.379 -0.167
H 11.893847 4.607317 -3.668804 0.010 -0.970 0.247
H 15.330707 4.361597 -1.153844 -0.039 0.188 0.016
H 15.199547 5.531097 -2.344834 -0.319 -0.005 0.168
C 1.697377 2.680857 -2.485764 -1.923 0.181 0.895
O 1.325537 3.453227 -1.319584 0.960 0.984 -1.376
C -0.024093 3.416697 -0.905464 0.519 0.134 0.881
C -0.141743 4.425677 0.271876 -0.510 -0.997 -0.481
C 0.862287 4.101307 1.313656 0.947 -0.366 0.380
N -1.466273 4.341587 0.897506 0.075 -0.322 -0.329
H 1.761547 1.648597 -2.141644 0.531 -0.215 -0.376
H 2.563467 3.063207 -3.025954 0.185 0.031 0.713
H 0.863447 2.733437 -3.185694 -0.081 -0.100 -0.276
H -0.810813 3.613247 -1.633844 0.317 0.258 -0.736
H -0.165133 2.386837 -0.577444 -0.649 -0.067 0.594
H -0.033663 5.478207 0.009966 0.625 -0.076 -0.944
H 0.559267 4.626027 2.219716 0.586 0.062 0.192
H 1.865317 4.333377 0.955646 -0.018 0.464 0.333
H 0.922307 3.033927 1.526276 -0.439 -0.112 0.103
H -1.404423 5.079807 1.584016 -0.635 0.038 0.382
H -2.121043 4.658577 0.196856 -0.491 0.084 0.051
C -1.479733 -2.754913 7.015956 0.218 0.885 -0.330
O -1.686963 -1.334773 6.887556 0.229 -2.713 -2.131
C -2.445823 -0.775173 7.894996 1.058 0.610 0.755
C -2.885933 0.551237 7.298046 -0.961 1.420 0.045
N -2.146043 1.773857 7.562586 0.764 0.099 1.835
C -2.626223 3.041507 7.046026 0.572 1.163 -1.392
C -2.839683 4.217787 8.040596 -1.538 -0.417 -0.407
O -3.570063 5.345997 7.351536 1.514 -3.133 0.775
C -3.651823 6.525857 8.074076 0.393 0.167 0.695
H -0.875403 -2.938803 7.904246 -0.122 -0.303 0.214
H -0.937063 -3.122073 6.144856 0.184 0.379 -0.001
H -2.411923 -3.319753 7.007956 -0.238 0.156 0.423
H -1.723893 -0.849753 8.708226 -0.284 1.319 1.004
H -3.297543 -1.329953 8.288566 -0.378 -0.455 -0.728
H -3.911093 0.739307 7.617076 -0.170 -0.012 -0.318
H -2.791863 0.484047 6.214186 -0.864 -0.992 -0.196
H -1.188873 1.559727 7.321566 0.089 0.667 -0.056
H -3.529473 2.999597 6.437336 -0.544 -0.605 0.414
H -1.960353 3.400687 6.261356 0.561 0.079 0.019
H -1.947133 4.496047 8.600976 0.249 0.519 -0.501
H -3.491233 3.756767 8.782916 -0.406 0.461 0.354
H -3.789703 6.453927 9.152926 -0.865 -0.769 0.269
H -4.504023 7.032517 7.621146 0.489 0.693 0.182
H -2.679813 7.016967 8.120076 0.052 0.779 -0.938
C -1.937933 -3.793743 0.899106 -0.958 0.971 0.584
O -1.206773 -4.887593 0.533146 1.997 -1.442 1.208
C -0.663853 -4.865053 -0.752714 -0.826 0.395 -1.503
C 0.187087 -3.640303 -1.181084 -0.031 -1.086 -0.273
N 1.588997 -3.755233 -0.792064 -0.340 -0.158 -0.826
C 1.854707 -3.502373 0.578516 1.783 0.017 0.908
C 3.374727 -3.053683 0.663836 -1.421 -1.266 0.791
O 3.502167 -1.959783 -0.186924 0.621 0.335 -0.936
C 3.884377 -0.795363 0.426816 -0.064 2.360 0.855
H -2.754283 -3.697313 0.183306 -0.313 0.633 0.039
H -1.394243 -2.863043 1.061286 0.429 0.244 -0.850
H -2.330043 -3.891663 1.911416 -0.325 -0.854 -0.086
H -1.527183 -5.037463 -1.395394 -0.541 1.127 -0.714
H -0.200243 -5.801313 -1.063484 0.979 -0.053 1.187
H -0.260883 -2.690633 -0.888574 -0.209 0.120 0.388
H 0.166237 -3.627743 -2.270814 -0.015 -0.124 -0.108
H 2.115237 -3.020123 -1.242374 -0.145 -0.025 -0.688
H 1.647657 -4.362443 1.215316 0.083 -0.111 0.021
H 1.253297 -2.670443 0.945006 -0.099 0.379 0.353
H 4.114447 -3.793923 0.358926 -0.425 -0.482 -0.339
H 3.630057 -2.878633 1.708956 -0.103 0.657 0.100
H 3.071527 -0.352833 1.002626 -0.216 -0.376 0.758
H 4.073147 0.068187 -0.210944 0.095 -0.593 -1.136
H 4.791527 -0.820733 1.030576 0.028 -0.636 0.266
```
Positions in Å, forces in eV/Å.

## Properties
- max |F| (eV/Å) = 4.191
- LUMO energy (Eh) = 0.014
- frontier orbital gap (Ha) = 0.32490
- energy above the lowest of the compared OMol25 structures with the same formula, charge and spin (eV) = 5.0056
- HOMO (eV) = -8.472
- structure (SMILES) = COC[C@H](C)N.COC[C@H](C)N.COC[C@H](C)N.COC[C@H](C)N.COCCNCCOC.COCCNCCOC

Mulliken population analysis, charges in e, atoms 1 to 8:
1 C -0.77
2 O -0.31
3 C -0.63
4 C 0.36
5 C -1.37
6 N -0.65
7 H 0.28
8 H 0.33


Entry 2:
Here is a cluster of 10 separate species, C28H74O12 in total in a non-equilibrium geometry from the OMol25 dataset. Energies are from ωB97M-V/def2-TZVPD.

```
114
Properties=species:S:1:pos:R:3:forces:R:3
C -0.129064 0.188706 1.971113 0.443 1.081 -0.039
O 1.055094 -0.457065 1.383419 -1.843 -1.012 0.527
C 1.017570 -1.922180 1.510788 0.511 -0.650 0.191
C -0.331830 -2.638438 0.916028 0.196 -0.886 -0.135
C -0.451321 -2.564480 -0.745127 -0.329 -0.087 1.378
C 0.575069 -3.704539 -1.323381 0.449 0.237 0.197
C 0.885975 -3.611901 -2.930300 -1.160 -0.810 -0.008
C 1.170496 -2.100936 -3.499154 0.534 -0.809 -0.937
C 2.151736 -1.177853 -2.564450 0.364 1.199 -1.078
C 1.442330 0.307844 -2.452360 -1.616 3.098 4.565
O 1.095111 0.927920 -1.322139 2.015 -4.013 -6.970
O 1.144214 1.001934 -3.722700 -0.329 -1.906 2.448
C -0.302710 1.157168 -3.939836 -1.519 -0.706 -0.545
H 0.058986 1.364074 1.880028 -0.267 -2.641 0.287
H -0.166326 -0.112787 3.102802 -0.352 0.552 -2.009
H -1.135471 -0.008723 1.386927 2.030 0.049 1.244
H 1.204119 -2.213520 2.650053 -0.679 0.548 -2.149
H 1.983134 -2.327106 0.937633 -2.313 0.992 1.109
H -1.332796 -2.298119 1.456779 2.229 -0.489 -1.165
H -0.233040 -3.802496 1.158329 -0.148 2.426 -0.329
H -1.596828 -2.777749 -0.975289 2.511 0.244 0.086
H -0.221999 -1.468106 -1.084924 -0.243 -2.118 0.552
H 0.141020 -4.764954 -0.993572 0.888 2.197 -1.029
H 1.628812 -3.627780 -0.775356 -2.362 -0.016 -0.994
H -0.084750 -4.003819 -3.502398 2.080 0.862 1.121
H 1.735220 -4.398546 -3.189279 -1.563 1.913 0.515
H 1.731589 -2.231533 -4.544486 -1.366 0.317 2.218
H 0.141100 -1.591679 -3.753797 2.116 -0.888 0.814
H 3.174724 -1.001402 -3.153998 -2.259 -0.310 1.241
H 2.452453 -1.651241 -1.537149 -1.062 1.247 -1.828
H -0.566678 2.219402 -4.357466 0.775 -1.982 0.955
H -0.952575 0.930838 -2.979657 1.705 0.482 -2.206
H -0.607895 0.349185 -4.759422 0.554 1.777 1.638
C 5.751689 -4.230522 1.480210 0.245 -0.005 -0.040
C 4.515294 -3.370649 1.318518 0.146 -0.263 0.218
O 3.514342 -4.088258 0.611868 -0.241 -0.330 -0.072
H 6.139974 -4.533762 0.502408 -0.043 0.127 0.110
H 6.534911 -3.690019 2.019249 -0.033 -0.107 -0.017
H 5.515991 -5.148814 2.027922 0.030 0.120 0.072
H 4.750447 -2.464811 0.751805 -0.201 -0.147 -0.015
H 4.113460 -3.074041 2.292159 0.123 0.167 0.038
H 3.306694 -4.886393 1.127501 0.058 0.417 -0.297
C 2.062688 0.535909 5.367676 -0.078 0.181 -0.157
C 1.415970 -0.722564 5.908232 0.225 0.230 0.239
O 2.089476 -1.867775 5.407133 0.352 -0.418 -0.088
H 2.033652 0.543747 4.273185 -0.068 0.004 0.105
H 1.552103 1.428110 5.741074 0.091 -0.009 -0.026
H 3.117081 0.585262 5.658571 -0.085 0.033 0.115
H 0.368643 -0.778808 5.596868 0.154 -0.181 -0.082
H 1.452576 -0.744057 7.001677 -0.139 0.144 -0.111
H 3.016535 -1.812465 5.696128 -0.533 -0.008 -0.115
C -3.677306 -4.837129 0.634613 0.147 0.045 0.257
C -4.556230 -3.908668 -0.177575 0.071 -0.394 0.040
O -4.347500 -4.132587 -1.564122 -0.072 -0.176 -0.423
H -2.621545 -4.676928 0.392705 -0.113 0.084 0.015
H -3.822968 -4.673917 1.706196 0.002 -0.138 -0.045
H -3.901654 -5.883592 0.403564 -0.087 0.060 0.102
H -4.313681 -2.864242 0.040021 -0.036 -0.100 -0.225
H -5.614272 -4.071713 0.049116 0.001 0.105 0.208
H -4.573642 -5.060420 -1.748512 0.139 0.526 0.092
C 4.482369 0.919319 9.328245 0.149 0.186 -0.057
C 3.028884 0.575602 9.580113 0.317 -0.107 0.079
O 2.700969 -0.646972 8.936680 0.049 -0.455 0.026
H 4.676380 1.007251 8.254261 -0.094 0.061 0.134
H 4.750082 1.861934 9.813993 0.058 -0.099 -0.041
H 5.138584 0.128757 9.706656 -0.045 0.104 0.089
H 2.375920 1.357470 9.180959 -0.018 -0.257 -0.022
H 2.829737 0.473172 10.651222 -0.003 0.209 0.039
H 3.280540 -1.336249 9.304117 -0.345 0.347 -0.198
C -2.595457 4.271474 -1.972967 -0.063 0.229 -0.048
C -3.242176 3.013001 -1.432411 0.312 0.133 0.023
O -2.568669 1.867789 -1.933510 0.110 -0.219 0.094
H -2.624493 4.279312 -3.067457 -0.093 0.005 0.108
H -3.106041 5.163676 -1.599569 0.096 0.001 -0.071
H -1.541064 4.320826 -1.682072 -0.082 0.010 0.095
H -4.289502 2.956757 -1.743775 0.162 -0.169 0.010
H -3.205569 2.991508 -0.338966 -0.158 0.145 0.032
H -1.641610 1.923100 -1.644515 -0.422 0.056 0.052
C 4.026866 2.645792 -6.351211 0.264 -0.015 -0.004
C 2.790471 3.505665 -6.512903 0.023 -0.345 0.149
O 1.789519 2.788057 -7.219552 -0.329 -0.228 -0.031
H 4.415151 2.342553 -7.329012 -0.050 0.138 0.097
H 4.810088 3.186296 -5.812172 -0.020 -0.104 -0.011
H 3.791168 1.727500 -5.803498 0.004 0.136 0.080
H 3.025624 4.411503 -7.079615 -0.193 -0.162 -0.033
H 2.388637 3.802273 -5.539261 0.158 0.130 0.069
H 1.581871 1.989921 -6.703919 0.112 0.416 -0.235
C -0.220560 8.592691 -2.810373 0.229 0.022 0.120
C -1.260389 7.582871 -3.249937 0.063 0.335 -0.067
O -2.563618 8.090121 -3.003952 -0.346 0.184 -0.110
H -0.330317 8.818900 -1.744729 0.019 -0.124 -0.129
H 0.790094 8.214824 -2.989099 -0.045 0.103 0.009
H -0.344753 9.536834 -3.350716 0.077 -0.105 -0.056
H -1.146584 6.648660 -2.691992 -0.205 0.150 -0.069
H -1.165526 7.361139 -4.317298 0.187 -0.132 -0.003
H -2.657465 8.915164 -3.510423 0.020 -0.459 0.295
C -3.655701 3.988870 -6.031154 0.196 0.070 -0.150
C -4.961844 4.507343 -5.466021 0.192 -0.303 0.087
O -5.960004 3.500895 -5.549445 -0.204 -0.315 0.150
H -3.782202 3.684283 -7.075204 -0.009 0.125 0.126
H -2.876613 4.754628 -5.978411 0.017 -0.097 -0.005
H -3.319020 3.104683 -5.480098 0.031 0.107 0.066
H -5.305825 5.377350 -6.033266 -0.123 -0.206 0.090
H -4.846784 4.801858 -4.418431 0.120 0.210 -0.022
H -5.648645 2.735961 -5.035688 -0.185 0.400 -0.289
C -2.298704 -5.321423 5.130085 0.265 0.022 -0.008
C -3.535098 -4.461550 4.968393 0.086 -0.323 0.153
O -4.536050 -5.179159 4.261744 -0.348 -0.259 -0.033
H -1.910418 -5.624662 4.152283 -0.046 0.136 0.099
H -1.515480 -4.780920 5.669125 -0.019 -0.107 -0.026
H -2.534400 -6.239714 5.677797 0.022 0.115 0.071
H -3.299944 -3.555712 4.401680 -0.187 -0.155 -0.023
H -3.936932 -4.164942 5.942034 0.150 0.159 0.046
H -4.743697 -5.977294 4.777376 0.098 0.438 -0.314
```
Positions in Å, forces in eV/Å.

## Properties
- max |F| (eV/Å) = 8.291
- LUMO energy (Eh) = 0.020
- frontier orbital gap (Ha) = 0.35755
- HOMO (eV) = -9.185
- structure (SMILES) = COCCCCCCCC(=O)OC.CCO.CCO.CCO.CCO.CCO.CCO.CCO.CCO.CCO

Mulliken population analysis, charges in e, atoms 1 to 8:
1 C -0.42
2 O -0.38
3 C 0.67
4 C -0.64
5 C 0.74
6 C -0.01
7 C -0.90
8 C -0.42